Molecular formula: C29H39Br2FN5OPReSi
Method: DFT, ωB97M-V with the def2-TZVPD basis set

The geometry in ORCA input format:
```
! RIJCOSX wB97M-V def2-TZVPD def2/J DEFGRID3
* xyz 2 4
Re 1.0283 -0.2883 0.8244
Br 1.8355 -0.1467 7.5334
C 1.5625 0.0266 5.7567
C 0.4037 0.3955 5.2009
C 0.1994 0.2572 3.8453
N 1.2421 -0.0387 2.9962
C 2.4378 -0.2858 3.5324
C 2.6006 -0.3229 4.8575
C 3.6052 -0.5023 2.6130
C 4.5517 -1.4923 2.7923
C 5.5757 -1.6644 1.8504
Br 6.8668 -3.0224 2.0268
C 5.5865 -0.7691 0.8215
C 4.6720 0.2627 0.7363
N 3.6777 0.3759 1.6027
H -0.4942 0.6619 5.7529
H -0.7715 0.4834 3.5395
H 3.5798 -0.6343 5.1902
H 4.5358 -2.1919 3.6246
H 6.2770 -0.7298 -0.0040
H 4.7068 0.8264 -0.1574
C 3.0251 -2.7958 -1.5002
C 2.7625 -1.3925 -2.1162
P 1.2638 -0.4457 -1.6162
C -0.1883 -1.2405 -2.3832
C -0.2735 -1.3168 -3.9341
C 1.4666 0.9730 -2.7797
C 0.4144 2.0160 -3.0464
H 2.4726 -2.8020 -0.5842
H 4.1181 -2.8283 -1.1954
H 2.7225 -3.6370 -2.1092
H 2.5312 -1.5066 -3.2027
H 3.5819 -0.6865 -2.1809
H -1.0659 -0.7399 -1.9857
H -0.1152 -2.2917 -1.9751
H -0.4600 -0.2729 -4.2417
H -1.0826 -1.9805 -4.2368
H 0.6324 -1.6646 -4.3586
H 1.7153 0.5033 -3.7837
H 2.4435 1.4247 -2.4830
H -0.2865 1.6624 -3.8882
H 0.7952 2.9707 -3.3718
H -0.1688 2.2760 -2.1703
C -2.9814 2.7899 -1.2114
N -1.7437 2.8690 -0.4426
C -1.0907 4.0494 -0.3159
C 0.1557 4.0968 0.2065
C 0.8282 2.9292 0.5365
N 0.1044 1.6918 0.4813
C -1.1414 1.7297 0.0182
O -1.9545 0.7397 -0.0571
N 2.0828 2.8307 0.9151
H -3.0057 3.6601 -1.8617
H -3.8089 2.7149 -0.4990
H -3.0028 1.8897 -1.8285
H -1.6391 4.9178 -0.5598
H 0.6631 5.0717 0.2400
H 2.6429 3.6666 0.9111
H 2.5296 1.9363 1.1799
C -3.9481 0.7701 1.8675
Si -2.9748 -0.4684 0.7734
C -2.0122 -1.7792 1.7293
C -3.9573 -1.0645 -0.6676
C -5.0831 -0.3567 -1.1241
C -5.7803 -0.7776 -2.1822
C -5.4297 -1.9245 -2.7860
C -4.3145 -2.6743 -2.4305
C -3.5331 -2.1967 -1.4080
H -3.5204 0.7254 2.8958
H -4.9725 0.4069 1.8647
H -3.8211 1.7447 1.4359
H -0.9674 -1.6988 1.8731
H -2.1802 -2.7763 1.3069
H -2.4954 -1.9418 2.6765
H -5.5239 0.3709 -0.4639
H -6.7214 -0.3415 -2.3698
H -5.9851 -2.4495 -3.6298
H -4.1706 -3.6436 -2.8593
H -2.6829 -2.7969 -1.0512
F 1.4527 -2.1366 1.0441
*
```

The value obtained for the HOMO energy (spin up / spin down) is -0.4829 / -0.4498 hartree. The HOMO-LUMO gap (spin up / spin down) is 7.2349 / 6.1215 eV. As for the energy above the lowest of the compared OMol25 structures with the same formula, charge and spin: 186.38 kJ/mol. Its expectation value of S² is 3.763.

Molecular formula: C17H16N6O4S
Method: DFT, ωB97M-V with the def2-TZVPD basis set

The geometry in ORCA input format:
```
! RIJCOSX wB97M-V def2-TZVPD def2/J DEFGRID3
* xyz 0 1
C -2.5679 -4.9267 -1.0303
C -1.7097 -3.8172 -0.4753
N -0.3693 -3.9140 -0.4390
N 0.4030 -2.8196 0.0450
C -0.0365 -1.8205 0.8261
O 0.8176 -0.9511 1.1511
C -1.4511 -1.6011 0.7434
C -2.1920 -0.5213 1.1171
N -1.5817 0.5800 1.6895
C -2.2776 1.7429 1.8620
O -3.3868 1.8522 2.3532
C -1.6743 3.0290 1.3682
S -1.1998 2.8286 -0.4116
C 0.5406 3.0199 -0.3396
N 1.0399 3.9516 0.3788
N 2.3310 3.8965 0.4341
C 2.6559 2.9318 -0.4344
C 4.0809 2.6603 -0.7126
C 5.2597 3.3825 -0.3322
C 6.4316 2.5620 -0.7034
C 5.9458 1.4676 -1.3639
O 4.5340 1.4497 -1.2853
N 1.4977 2.3418 -0.9737
C 1.3134 0.8890 -1.3203
O -3.5555 -0.7921 1.0226
C -3.6503 -2.0575 0.4847
C -5.0510 -2.6856 0.2478
C -2.4129 -2.5826 0.2125
H -1.8853 -5.7965 -1.2665
H -3.0755 -4.7616 -1.9819
H -3.2465 -5.2403 -0.2956
H 1.3804 -2.6771 -0.0073
H -0.5542 0.5488 2.0503
H -2.3458 3.8625 1.4519
H -0.7738 3.2255 2.0428
H 5.3130 4.3299 0.1094
H 7.4519 2.6954 -0.4556
H 6.5848 0.7459 -1.9875
H 0.2204 0.6061 -1.2430
H 1.8447 0.1723 -0.5628
H 1.5777 0.7427 -2.3254
H -5.3181 -3.5134 0.9471
H -5.8087 -1.8757 0.1736
H -5.0996 -3.1606 -0.7639
*
```

The value obtained for the HOMO energy is -0.2933 hartree. The HOMO-LUMO gap is 8.0643 eV. As for the energy above the lowest of the compared OMol25 structures with the same formula, charge and spin: 272.39 kJ/mol.

Molecular formula: CH3N3O
Method: DFT, ωB97M-V with the def2-TZVPD basis set

The geometry in ORCA input format:
```
! RIJCOSX wB97M-V def2-TZVPD def2/J DEFGRID3
* xyz 0 1
C -0.1806 -0.4939 -0.3268
N -1.3612 -1.2250 0.0641
N -2.3525 -0.5376 0.1200
O -2.0222 0.8150 -0.1737
N -0.7341 1.0535 -0.0363
H 0.7031 -0.5954 0.3273
H -0.1721 -0.7305 -1.4063
H -0.6077 1.3908 0.9349
*
```

The value obtained for the HOMO energy is -0.3591 hartree. The HOMO-LUMO gap is 10.7088 eV. As for the energy above the lowest of the compared OMol25 structures with the same formula, charge and spin: 447.89 kJ/mol.

Molecular formula: C5H11NO2
Method: DFT, ωB97M-V with the def2-TZVPD basis set

The geometry in ORCA input format:
```
! RIJCOSX wB97M-V def2-TZVPD def2/J DEFGRID3
* xyz 0 1
O 3.3255 1.1127 0.0778
C 2.6342 0.2151 0.4486
N 1.8197 -0.9084 -0.2785
C 0.8418 -1.3406 0.6150
C -0.8275 1.3954 -0.3204
C -2.1320 0.8389 -0.8197
O -0.7319 1.5126 1.0102
C -0.4855 -1.7990 0.1844
H 2.5617 0.0277 1.5355
H 1.6917 0.2420 -0.4072
H 1.0780 -1.7010 1.6140
H -0.4244 2.2140 -0.9524
H -2.5795 1.3543 -1.6799
H -2.8498 0.9640 0.0058
H -2.0400 -0.2345 -0.9835
H 0.1045 0.7502 -0.6513
H -0.5837 -1.9000 -0.8880
H -1.2851 -2.1118 0.8429
H -0.1179 -0.6316 0.6467
*
```

The value obtained for the HOMO energy is -0.2639 hartree. The HOMO-LUMO gap is 5.3475 eV. As for the energy above the lowest of the compared OMol25 structures with the same formula, charge and spin: 1005.94 kJ/mol.

Molecular formula: C23H24AuN4O
Method: DFT, ωB97M-V with the def2-TZVPD basis set

The geometry in ORCA input format:
```
! RIJCOSX wB97M-V def2-TZVPD def2/J DEFGRID3
* xyz 1 3
Au -0.3303 0.3439 -0.6094
C 3.8992 -0.6497 -1.5788
C 2.4835 -0.1614 -1.5773
N 1.8645 0.1227 -0.4734
N 2.3444 0.1077 0.7284
C 1.4851 0.2205 1.7449
O 0.2386 0.2701 1.5753
C 2.0099 0.1989 3.1127
C 3.3724 0.0668 3.3825
C 3.8025 -0.0891 4.6869
C 2.8864 -0.1101 5.7286
C 1.5352 0.0750 5.4719
C 1.0996 0.2358 4.1730
C 1.7413 0.0225 -2.8056
C 2.3423 0.0125 -4.0725
C 1.5648 0.2125 -5.1972
C 0.1975 0.4322 -5.0459
C -0.3300 0.4337 -3.7690
N 0.4089 0.2123 -2.6920
H 4.2401 -0.7251 -0.5504
H 4.5465 0.0400 -2.1191
H 3.9722 -1.6274 -2.0547
H 4.0794 0.0833 2.5683
H 4.8550 -0.2072 4.8943
H 3.2248 -0.2622 6.7416
H 0.8227 0.0776 6.2839
H 0.0540 0.3808 3.9533
H 3.4036 -0.1591 -4.1689
H 2.0126 0.1956 -6.1793
H -0.4435 0.5876 -5.8985
H -1.3811 0.6166 -3.5976
C -1.5551 -2.6379 -1.1295
N -1.9242 -1.4676 -0.3496
C -1.9439 -1.7933 1.0719
C -3.1955 -0.8807 -0.7779
C -3.2785 0.5681 -0.3926
C -4.5138 1.1744 -0.1850
C -4.5857 2.5102 0.1568
C -3.4331 3.2612 0.2977
C -2.1963 2.6735 0.0624
C -2.1365 1.3446 -0.2845
H -2.2496 -3.4691 -0.9646
H -0.5558 -2.9573 -0.8385
H -1.5463 -2.3876 -2.1893
H -2.6013 -2.6482 1.2749
H -2.2869 -0.9283 1.6340
H -0.9399 -2.0419 1.4045
H -4.0435 -1.4351 -0.3528
H -3.2703 -0.9617 -1.8679
H -5.4115 0.5826 -0.2955
H -5.5494 2.9632 0.3291
H -3.4834 4.3002 0.5837
H -1.3028 3.2742 0.1542
*
```

The value obtained for the HOMO energy (spin up / spin down) is -0.4075 / -0.4037 hartree. The HOMO-LUMO gap (spin up / spin down) is 7.3523 / 5.1706 eV. Its expectation value of S² is 2.011.

Molecular formula: C6H35NO12
Method: DFT, ωB97M-V with the def2-TZVPD basis set

The geometry in ORCA input format:
```
! RIJCOSX wB97M-V def2-TZVPD def2/J DEFGRID3
* xyz 0 1
C -0.2614 2.5355 0.2168
C -0.2046 1.3400 1.1243
O 0.2633 1.6032 2.2539
N -0.5774 0.0730 0.8978
C -1.0581 -0.4110 -0.3930
C -2.4929 -0.9149 -0.3653
C -2.6829 -2.1087 0.5886
C -2.9614 -1.1011 -1.7872
H 0.4199 3.3217 0.5247
H -1.3539 2.8307 0.2960
H -0.1656 2.4579 -0.8602
H -0.5401 -0.5708 1.6691
H -0.7593 0.2714 -1.1966
H -0.3065 -1.1878 -0.6642
H -3.1565 -0.1200 0.0204
H -2.3308 -3.0546 0.1828
H -3.7630 -2.1198 0.7880
H -2.1999 -1.9485 1.5561
H -3.3777 -0.1641 -2.1929
H -3.6686 -1.8851 -2.1222
H -2.0984 -1.3940 -2.4181
O 4.0762 2.0847 -0.9713
H 3.5265 2.5652 -1.5835
H 4.4661 1.3871 -1.5046
O -1.1482 1.5873 -3.1364
H -1.3186 1.1098 -3.9600
H -0.4680 2.1800 -3.4750
O 1.2978 1.6685 -2.7732
H 1.3082 1.1731 -1.9427
H 2.1995 1.9593 -2.9435
O 2.5126 -2.4067 -1.5860
H 1.7250 -2.8872 -1.2761
H 2.3450 -2.2907 -2.5224
O 0.8382 -2.4536 3.3202
H 1.2975 -1.6758 3.7104
H -0.0944 -2.2432 3.3542
O 0.9812 -3.9412 0.5072
H 1.7456 -3.5212 0.9493
H 0.3593 -3.7507 1.2231
O 3.4070 -2.1032 0.8631
H 3.3452 -1.1429 0.8574
H 3.1350 -2.2875 -0.0636
O -0.5438 3.6427 3.6339
H -1.4823 3.4220 3.6381
H -0.2195 2.7154 3.5650
O 1.1543 -1.0297 -3.6061
H 1.3125 -0.0907 -3.3957
H 0.3619 -0.9805 -4.1501
O -2.8250 3.4486 1.2185
H -2.0077 3.2255 1.6804
H -3.0423 2.5901 0.8303
O 1.6259 -0.0241 4.0401
H 0.9763 0.6580 3.8499
H 2.4289 -0.0417 3.5302
*
```

The value obtained for the HOMO energy is -0.3716 hartree. The HOMO-LUMO gap is 9.5904 eV. As for the energy above the lowest of the compared OMol25 structures with the same formula, charge and spin: 392.05 kJ/mol.

Molecular formula: C11H11N2PS
Method: DFT, ωB97M-V with the def2-TZVPD basis set

The geometry in ORCA input format:
```
! RIJCOSX wB97M-V def2-TZVPD def2/J DEFGRID3
* xyz 0 1
C -2.6255 -3.1269 -1.8857
C -1.3876 -2.4273 -2.0091
C -1.2927 -0.8090 -2.1490
C -0.6473 -0.3165 -0.7412
C -1.1294 -1.0273 0.5442
C -0.5121 -0.6300 1.9432
C 0.5421 0.4917 1.9644
P 1.2760 0.9868 3.6570
S 0.1792 0.2401 5.1133
C 1.0326 1.2234 0.6482
N 2.0516 2.2226 0.8083
C 2.4345 2.8051 -0.4334
C 1.7942 2.4016 -1.7898
N 0.7992 1.4024 -2.0000
C 0.4536 0.8282 -0.7291
H -3.5300 -2.9304 -2.5506
H -2.7019 -3.8854 -1.0163
H -0.3843 -2.9858 -1.9724
H -0.5144 -0.6062 -2.9826
H -2.3020 -0.3260 -2.3679
H -1.9248 -1.8532 0.5686
H -0.8715 -1.1981 2.8739
H 2.6174 0.5186 3.8268
H 1.2404 2.4146 3.8155
H 3.2382 3.6232 -0.4087
H 2.1642 2.9637 -2.7274
*
```

The value obtained for the HOMO energy is -0.3097 hartree. The HOMO-LUMO gap is 7.0452 eV. As for the energy above the lowest of the compared OMol25 structures with the same formula, charge and spin: 723.91 kJ/mol.

| no. | DFT total energy (a.u.) | strongest force on any atom (eV Å⁻¹) |
| --- | --- | --- |
| 1 | -7434.03690 | 4.732 |
| 2 | -1684.94129 | 4.270 |
| 3 | -279.25664 | 4.283 |
| 4 | -401.99500 | 5.707 |
| 5 | -1320.46021 | 2.194 |
| 6 | -1207.19838 | 2.829 |
| 7 | -1274.54121 | 6.080 |